(1)
Here is a 5-piece molecular cluster, C16H47B2O19P4 overall in a non-equilibrium geometry from the Open Molecules 2025 dataset. Energies are from the ωB97M-V functional and the def2-TZVPD basis.

Last columns: bonded neighbours and bond lengths (Å).
Atoms and positions in Å:
1 C 1.175 -0.991 -4.252  C2 1.537, H10 1.088, H11 1.097, H12 1.087
2 C 1.327 -2.417 -4.807  C1 1.537, B3 1.580, H13 1.097, H14 1.098
3 B 0.100 -3.395 -4.624  C2 1.580, O4 1.419, C5 1.564
4 O 0.378 -4.783 -4.730  B3 1.419, H15 0.961
5 C -1.393 -2.988 -4.399  B3 1.564, C6 1.594, O9 1.418, H16 1.102
6 C -2.056 -2.632 -5.803  C5 1.594, O7 1.378, H17 1.105, H18 1.102
7 O -2.846 -1.525 -5.581  C6 1.378, B8 1.513
8 B -2.998 -1.455 -4.078  O7 1.513, O9 1.480, H19 1.218, H20 1.276
9 O -1.659 -1.854 -3.590  C5 1.418, B8 1.480
10 H 1.226 -0.960 -3.166  C1 1.088
11 H 2.007 -0.386 -4.632  C1 1.097
12 H 0.256 -0.544 -4.621  C1 1.087
13 H 2.190 -2.902 -4.332  C2 1.097
14 H 1.561 -2.366 -5.878  C2 1.098
15 H 0.261 -5.054 -5.644  O4 0.961
16 H -1.915 -3.821 -3.902  C5 1.102
17 H -1.217 -2.451 -6.500  C6 1.105
18 H -2.564 -3.548 -6.145  C6 1.102
19 H -3.479 -0.419 -3.657  B8 1.218
20 H -3.746 -2.449 -3.792  B8 1.276
21 C 4.637 -1.767 -0.534  O22 1.438, H29 1.087, H30 1.089, H31 1.090
22 O 4.402 -0.646 -1.404  C21 1.438, P23 1.618
23 P 5.632 0.048 -2.193  O22 1.618, O24 1.485, O25 1.610, O27 1.608
24 O 6.385 0.749 -1.122  P23 1.485
25 O 4.600 0.923 -3.065  P23 1.610, C26 1.426
26 C 3.838 1.942 -2.421  O25 1.426, H32 1.091, H33 1.091, H34 1.088
27 O 6.642 0.008 -3.444  P23 1.608, C28 1.433
28 C 8.052 0.060 -3.192  O27 1.433, H35 1.087, H36 1.087, H37 1.088
29 H 3.682 -2.257 -0.363  C21 1.087
30 H 5.324 -2.487 -0.975  C21 1.089
31 H 5.040 -1.410 0.414  C21 1.090
32 H 4.355 2.317 -1.536  C26 1.091
33 H 2.856 1.557 -2.144  C26 1.091
34 H 3.715 2.752 -3.137  C26 1.088
35 H 8.354 -0.610 -2.390  C28 1.087
36 H 8.326 1.080 -2.936  C28 1.087
37 H 8.542 -0.239 -4.116  C28 1.088
38 C -7.572 -3.023 -3.408  O39 1.440, H46 1.087, H47 1.091, H48 1.090
39 O -7.916 -3.655 -4.656  C38 1.440, P40 1.588
40 P -7.701 -2.810 -5.983  O39 1.588, O41 1.472, O42 1.610, O44 1.554
41 O -8.668 -1.705 -6.089  P40 1.472
42 O -8.010 -4.007 -7.013  P40 1.610, C43 1.420
43 C -9.367 -4.308 -7.306  O42 1.420, H49 1.090, H50 1.093, H51 1.089
44 O -6.266 -2.492 -6.489  P40 1.554, C45 1.453
45 C -5.775 -1.125 -6.448  O44 1.453, H52 1.087, H53 1.089, H54 1.086
46 H -7.471 -3.809 -2.664  C38 1.087
47 H -6.626 -2.484 -3.480  C38 1.091
48 H -8.366 -2.337 -3.113  C38 1.090
49 H -10.004 -3.434 -7.171  C43 1.090
50 H -9.719 -5.120 -6.666  C43 1.093
51 H -9.416 -4.628 -8.346  C43 1.089
52 H -6.000 -0.650 -5.497  C45 1.087
53 H -6.225 -0.564 -7.265  C45 1.089
54 H -4.696 -1.171 -6.561  C45 1.086
55 C 3.165 0.490 2.221  O56 1.439, H63 1.087, H64 1.091, H65 1.089
56 O 1.840 -0.037 2.414  C55 1.439, P57 1.584
57 P 1.278 -0.165 3.889  O56 1.584, O58 1.471, O59 1.594, O61 1.576
58 O 1.995 -1.191 4.660  P57 1.471
59 O -0.214 -0.560 3.492  P57 1.594, C60 1.430
60 C -0.501 -1.919 3.150  O59 1.430, H66 1.090, H67 1.090, H68 1.087
61 O 0.890 1.097 4.749  P57 1.576, C62 1.440
62 C 1.696 1.425 5.896  O61 1.440, H69 1.088, H70 1.087, H71 1.087
63 H 3.253 0.795 1.182  C55 1.087
64 H 3.346 1.357 2.858  C55 1.091
65 H 3.902 -0.282 2.438  C55 1.089
66 H 0.202 -2.601 3.629  C60 1.090
67 H -0.462 -2.046 2.068  C60 1.090
68 H -1.508 -2.135 3.499  C60 1.087
69 H 2.758 1.381 5.666  C62 1.088
70 H 1.462 0.741 6.709  C62 1.087
71 H 1.438 2.440 6.187  C62 1.087
72 C -0.455 5.300 11.241  O73 1.439, H80 1.087, H81 1.089, H82 1.089
73 O -0.041 5.276 9.864  C72 1.439, P74 1.621
74 P 1.540 5.334 9.510  O73 1.621, O75 1.483, O76 1.612, O78 1.602
75 O 1.927 6.697 9.945  P74 1.483
76 O 1.218 5.105 7.947  P74 1.612, C77 1.428
77 C 0.584 6.158 7.221  O76 1.428, H83 1.090, H84 1.090, H85 1.088
78 O 2.915 4.526 9.352  P74 1.602, C79 1.437
79 C 4.037 4.907 10.165  O78 1.437, H86 1.087, H87 1.087, H88 1.087
80 H -1.480 4.940 11.277  C72 1.087
81 H 0.164 4.654 11.862  C72 1.089
82 H -0.409 6.321 11.617  C72 1.089
83 H 0.802 7.129 7.667  C77 1.090
84 H -0.495 6.000 7.193  C77 1.090
85 H 0.977 6.131 6.207  C77 1.088
86 H 3.760 5.059 11.205  C79 1.087
87 H 4.467 5.821 9.764  C79 1.087
88 H 4.757 4.094 10.099  C79 1.087

Properties
- Net charge: -1
- Lowest unoccupied orbital energy: 0.90 eV
- HOMO energy: -4.354 eV
- Spin multiplicity: 1

=====

(2)
Here is a 4-piece molecular cluster, C24H24O8 overall in a non-equilibrium geometry from the Open Molecules 2025 dataset. Energies are from the ωB97M-V functional and the def2-TZVPD basis.

Last columns: bonded neighbours and bond lengths (Å).
Atoms and positions in Å:
1 O 5.925 2.525 -4.593  C2 1.346, H9 0.858
2 C 5.018 1.708 -4.026  O1 1.346, C3 1.378, C8 1.466
3 C 3.777 2.126 -3.595  C2 1.378, C4 1.498, H10 1.072
4 C 2.838 1.178 -2.914  C3 1.498, C5 1.465, H11 1.194
5 C 3.236 -0.218 -2.719  C4 1.465, O6 1.388, C7 1.347
6 O 2.459 -1.103 -1.984  C5 1.388, H12 1.036
7 C 4.470 -0.609 -3.089  C5 1.347, C8 1.447, H13 1.085
8 C 5.330 0.290 -3.827  C2 1.466, C7 1.447, H14 1.051
9 H 6.658 2.299 -4.978  O1 0.858
10 H 3.337 3.049 -3.918  C3 1.072
11 H 1.663 1.324 -2.766  C4 1.194
12 H 1.747 -0.439 -1.627  O6 1.036
13 H 4.804 -1.634 -2.962  C7 1.085
14 H 6.290 -0.098 -4.008  C8 1.051
15 O -4.558 0.663 3.576  C16 1.371, H23 1.008
16 C -5.035 0.805 2.298  O15 1.371, C17 1.462, C22 1.416
17 C -4.125 1.026 1.175  C16 1.462, C18 1.551, H24 0.925
18 C -4.840 1.371 -0.158  C17 1.551, C19 1.396, H25 1.234
19 C -6.230 1.451 -0.266  C18 1.396, O20 1.353, C21 1.412
20 O -6.830 1.621 -1.466  C19 1.353, H26 1.039
21 C -6.934 1.287 0.947  C19 1.412, C22 1.399, H27 1.168
22 C -6.442 0.936 2.209  C16 1.416, C21 1.399, H28 1.099
23 H -3.665 0.197 3.605  O15 1.008
24 H -3.201 1.008 1.129  C17 0.925
25 H -4.123 1.573 -1.142  C18 1.234
26 H -7.583 2.317 -1.296  O20 1.039
27 H -8.098 1.223 0.880  C21 1.168
28 H -7.151 1.051 3.040  C22 1.099
29 O -0.553 4.761 1.416  C30 1.411, H37 0.896
30 C -0.271 3.421 1.078  O29 1.411, C31 1.353, C36 1.492
31 C 0.870 2.850 1.529  C30 1.353, C32 1.541, H38 1.090
32 C 1.196 1.392 1.153  C31 1.541, C33 1.385, H39 1.154
33 C 0.314 0.795 0.268  C32 1.385, O34 1.383, C35 1.377
34 O 0.607 -0.510 -0.082  C33 1.383, H40 0.876
35 C -0.800 1.340 -0.331  C33 1.377, C36 1.475, H41 1.097
36 C -1.191 2.668 0.176  C30 1.492, C35 1.475, H42 1.104
37 H -0.129 4.961 2.180  O29 0.896
38 H 1.511 3.223 2.328  C31 1.090
39 H 1.988 0.731 1.671  C32 1.154
40 H 1.114 -0.988 0.449  O34 0.876
41 H -1.552 0.751 -0.872  C35 1.097
42 H -2.021 3.173 -0.350  C36 1.104
43 O 3.313 -1.953 0.898  C44 1.399, H51 0.861
44 C 2.377 -2.958 1.168  O43 1.399, C45 1.468, C50 1.389
45 C 2.247 -4.195 0.388  C44 1.468, C46 1.470, H52 1.168
46 C 1.398 -5.293 0.871  C45 1.470, C47 1.450, H53 0.992
47 C 0.489 -4.994 1.961  C46 1.450, O48 1.417, C49 1.482
48 O -0.602 -5.835 2.295  C47 1.417, H54 0.982
49 C 0.711 -3.706 2.658  C47 1.482, C50 1.418, H55 1.165
50 C 1.593 -2.663 2.276  C44 1.389, C49 1.418, H56 1.025
51 H 3.824 -2.065 0.215  O43 0.861
52 H 2.899 -4.289 -0.576  C45 1.168
53 H 1.427 -6.158 0.387  C46 0.992
54 H -0.697 -6.024 3.254  O48 0.982
55 H -0.178 -3.622 3.406  C49 1.165
56 H 1.376 -1.739 2.661  C50 1.025

Properties
- Energy relative to the best compared isomer or geometry (same formula, charge and spin): 796.84 kJ/mol
- Net charge: 0
- Lowest unoccupied orbital energy: 0.34 eV
- HOMO energy: -8.017 eV
- Spin multiplicity: 1